42
Properties=species:S:1:pos:R:3 method="wB97M-V/def2-TZVPD" e_tot_ev=-59721.470 de_lowest_kj_mol=30.6 gap_ev=9.44
Cl 1.90 -2.92 2.92
B 1.58 -1.65 1.67
Cl 1.73 0.06 2.42
Cl 2.78 -1.75 0.22
O 0.21 -1.80 1.08
C -0.62 -0.78 0.87
C -2.00 -1.19 1.31
C -2.87 -0.13 1.67
C -4.09 -0.38 2.36
C -4.45 -1.67 2.72
C -3.56 -2.73 2.47
C -2.33 -2.49 1.80
H -0.32 0.23 1.22
H -2.53 0.89 1.54
H -4.72 0.47 2.64
H -5.40 -1.87 3.19
H -3.80 -3.72 2.82
H -1.58 -3.30 1.83
C 3.83 2.94 0.00
C 2.57 3.38 0.41
C 1.43 2.77 -0.08
C 1.52 1.72 -1.01
C 0.22 1.03 -1.48
C 0.11 0.82 -2.99
C -0.38 -0.60 -3.20
C -0.26 -1.33 -1.87
N -0.07 -0.32 -0.79
C 2.79 1.35 -1.50
C 3.94 1.97 -1.00
H 4.72 3.34 0.49
H 2.46 4.19 1.14
H 0.42 3.07 0.22
H -0.58 1.70 -1.17
H -0.67 1.54 -3.32
H 1.05 1.04 -3.53
H -1.42 -0.56 -3.49
H 0.20 -1.09 -3.99
H -1.12 -1.98 -1.70
H 0.64 -1.95 -1.82
H 0.88 -0.57 -0.42
H 2.87 0.58 -2.28
H 4.93 1.68 -1.37